Entry from OMol25: C17H31Cl2NO3OsP2 as an isolated structure in a non-equilibrium geometry (ωB97M-V/def2-TZVPD).

## Properties
HOMO energy (spin up / spin down): -0.1487 / -0.2740 Eh
Energy relative to the best compared isomer or geometry (same formula, charge and spin): 0.3113 eV
Spin multiplicity: 5

Structure (XYZ):
```
57
Properties=species:S:1:pos:R:3:mulliken_charge:R:1
Os -0.04129 0.12252 0.06618 0.132
P -0.47658 1.83036 -1.44122 0.885
P 0.28579 -1.81091 1.35234 1.084
N 1.29676 -0.44491 -0.95727 -0.247
H 0.58348 1.09795 1.21481 -0.135
C 0.08759 3.49700 -0.93324 -1.359
H -0.14790 4.24415 -1.70073 0.425
H 1.17298 3.46547 -0.78042 0.326
H -0.39222 3.77969 0.01000 0.315
C -2.21069 2.06654 -1.97777 -1.256
H -2.28501 2.89514 -2.69426 0.432
H -2.86215 2.27234 -1.12157 0.269
H -2.54709 1.14233 -2.46238 0.353
C 0.35609 1.58451 -3.05610 -1.210
H 0.10161 2.38986 -3.75573 0.463
H 0.03136 0.62993 -3.48496 0.344
H 1.44239 1.55877 -2.92049 0.343
C 1.19867 -1.53152 2.90537 -1.241
H 1.14991 -2.42903 3.53302 0.424
H 0.69592 -0.70644 3.43212 0.150
H 2.24116 -1.27611 2.67423 0.361
C -1.27308 -2.65710 1.75444 -1.065
H -1.11540 -3.35227 2.58712 0.400
H -1.62572 -3.19437 0.86512 0.393
H -2.01470 -1.90678 2.05322 0.027
C 1.26007 -3.15356 0.56401 -1.275
H 1.35006 -4.00863 1.24726 0.453
H 2.26452 -2.79445 0.31158 0.326
H 0.75574 -3.48130 -0.35339 0.310
C 2.33380 -0.84059 -1.68967 -0.234
C 4.68369 -0.62711 -2.29947 -0.492
C 3.62905 -0.25255 -1.49488 -0.298
C 2.18041 -1.84651 -2.70503 0.105
C 3.26081 -2.19835 -3.49041 -0.615
C 4.51011 -1.59646 -3.29650 -0.342
H 5.65213 -0.15167 -2.15070 0.349
H 3.70838 0.49740 -0.70137 0.404
H 1.18330 -2.28098 -2.81933 0.429
H 3.11935 -2.94967 -4.26908 0.342
H 5.35209 -1.88079 -3.92627 0.358
C -2.53493 1.12401 1.34529 1.165
O -1.82696 0.27556 0.71987 -0.566
C -2.01906 2.44506 1.76646 -1.223
H -2.43940 2.68965 2.75289 0.268
H -2.32645 3.24613 1.06745 0.271
H -0.92384 2.42346 1.86407 0.359
C -3.94418 0.76864 1.66969 -1.364
H -4.07321 0.78698 2.75917 0.083
H -4.19698 -0.22468 1.29127 0.282
H -4.63523 1.50643 1.23526 0.414
Cl -3.25776 1.45795 5.70422 -0.074
C -3.00510 -0.29214 5.63792 -0.100
Cl -4.36212 -1.18825 4.92452 -0.089
C -1.70959 -0.62049 4.77068 0.537
O -1.20764 -1.69394 5.15272 -0.309
O -1.38940 0.17482 3.86152 -0.483
H -2.85005 -0.66379 6.66152 0.398
```